No. 1
DFT (ωB97M-V/def2-TZVPD) results for the molecule C3H7N3 at a distorted geometry.

The geometry in XYZ format:
```
13
Properties=species:S:1:pos:R:3:forces:R:3
N 0.336 -0.010 1.834 0.9 -1.3 2.7
N -0.659 0.967 -0.439 -0.7 -0.4 -1.5
N -0.555 0.709 1.898 -1.8 1.5 1.4
C -1.482 -0.189 -0.767 1.7 -2.3 2.8
C 1.125 -0.274 0.708 0.2 -2.9 -3.4
C 0.689 0.631 -0.501 3.6 -1.6 -0.1
H 2.215 -0.251 0.927 -0.9 0.2 0.0
H -1.921 0.067 -1.697 -1.2 -0.3 -0.7
H 0.881 -1.391 0.435 0.6 1.9 0.7
H 0.960 0.006 -1.449 -0.3 1.3 1.2
H -0.941 -1.273 -0.796 -0.6 2.5 -0.6
H -2.093 -0.411 0.159 -0.4 0.8 -1.4
H 1.446 1.419 -0.311 -1.0 0.6 -1.0
```
Positions in Å, forces in eV/Å.

⟨S²⟩   2.01
E_HOMO (alpha / beta)   -6.9463 / -9.7172 eV
Spin multiplicity   3

---

No. 2
DFT (ωB97M-V/def2-TZVPD) results for a cluster of 2 separate species, CH5OPS2 in total at a distorted geometry.

The geometry in XYZ format:
```
10
Properties=species:S:1:pos:R:3:forces:R:3
S -2.225 1.447 -0.186 -0.4 0.3 0.1
S -0.540 -0.532 2.090 -0.9 -0.7 0.3
P -0.606 0.675 0.387 2.6 -1.9 -2.5
O 0.638 1.641 0.734 2.8 -1.2 1.4
C 0.670 -0.698 -1.397 -3.8 1.7 0.4
H -1.763 -1.181 1.996 0.9 0.7 -0.2
H 0.934 -1.446 -0.702 -0.2 -1.3 0.3
H -0.173 -0.803 -2.189 1.7 -0.3 1.7
H 1.539 -0.226 -1.776 0.6 1.0 -0.2
H 1.527 1.123 1.041 -3.3 1.7 -1.2
```
Positions in Å, forces in eV/Å.

E_HOMO   -8.4770 eV

---

No. 3
DFT (ωB97M-V/def2-TZVPD) results for a cluster of 5 separate species, C10H15N5 in total at a distorted geometry.

The geometry in XYZ format:
```
30
Properties=species:S:1:pos:R:3:forces:R:3
N -1.655 -2.718 21.951 -1.6 -2.0 1.6
N 0.688 1.185 25.360 -0.8 -0.7 -0.6
N -4.053 -9.036 20.966 -0.1 0.2 1.7
N -1.033 -4.741 27.165 -0.9 -2.2 -1.2
N -0.117 0.929 17.619 -1.0 -0.4 2.9
C -0.515 0.728 18.706 1.9 0.5 -3.1
C -3.022 -4.634 23.223 -0.9 1.4 -0.1
C 0.006 0.628 24.608 1.8 0.9 0.1
C -1.076 0.395 19.995 -1.4 -0.1 -0.4
C -1.357 -5.736 26.644 0.8 0.5 -0.1
C -4.033 -8.898 22.118 0.4 -0.5 -3.3
C -3.942 -8.691 23.507 0.1 0.8 2.4
C -0.825 -0.012 23.609 -1.1 -0.3 0.7
C -2.264 -3.530 22.538 1.1 0.4 -1.1
C -1.665 -7.077 25.977 0.1 0.8 1.5
H -2.003 -0.077 19.671 -0.2 -0.4 0.4
H -1.431 1.291 20.504 0.5 0.0 0.3
H -0.866 -7.793 26.172 0.4 0.4 -0.2
H -4.705 -9.240 24.059 0.0 0.0 -0.1
H -0.538 -0.328 20.607 0.2 0.4 -0.2
H -4.040 -7.634 23.756 -0.6 0.2 -0.2
H -1.368 -0.741 24.211 -0.4 -0.2 -0.3
H -1.549 0.723 23.257 0.0 -0.1 -0.1
H -0.402 -0.562 22.768 0.6 0.4 0.4
H -4.040 -4.272 23.370 -0.1 0.5 0.1
H -2.687 -4.803 24.246 0.5 -0.2 -0.3
H -2.973 -8.873 23.971 0.1 -0.7 -0.5
H -1.884 -7.034 24.910 0.1 0.3 0.2
H -3.250 -5.519 22.628 1.0 0.0 -0.2
H -2.490 -7.509 26.544 -0.4 0.1 -0.3
```
Positions in Å, forces in eV/Å.

E_HOMO   -11.3504 eV
SMILES string   CC#N.CC#N.CC#N.CC#N.CC#N

---

No. 4
DFT (ωB97M-V/def2-TZVPD) results for a cluster of 2 separate species, C3H5NO2 in total.

The geometry in XYZ format:
```
11
Properties=species:S:1:pos:R:3:forces:R:3
O -0.767 -1.755 0.816 0.1 0.6 -0.2
O 1.923 -2.003 -1.301 0.1 0.3 0.5
N -0.437 0.466 0.035 -0.3 -0.6 0.2
C 1.939 -1.377 -0.270 0.2 -0.2 -0.3
C -0.671 -0.648 0.439 -0.1 -0.1 0.1
C -1.280 1.634 -0.035 -0.3 0.3 0.0
H 1.668 -0.303 -0.235 0.3 -0.3 -0.1
H -1.842 1.742 0.896 0.0 0.2 -0.1
H -1.980 1.545 -0.871 0.1 0.1 0.1
H 2.192 -1.845 0.707 0.0 0.0 -0.3
H -0.661 2.518 -0.190 -0.1 -0.1 0.0
```
Positions in Å, forces in eV/Å.

E_HOMO   -9.8050 eV
SMILES string   CN=C=O.C=O

---

No. 5
DFT (ωB97M-V/def2-TZVPD) results for a structure of composition H10O5 at a distorted geometry.

The geometry in XYZ format:
```
15
Properties=species:S:1:pos:R:3:forces:R:3
O -27.474 14.044 16.886 -0.8 -0.6 -1.7
O -26.365 14.487 18.930 -4.8 -3.7 2.5
O -28.578 14.726 18.983 -5.2 -0.3 -2.1
O -27.931 15.744 20.947 0.1 0.5 1.7
O -24.565 15.192 18.348 6.6 2.5 -2.8
H -27.900 16.603 20.525 0.1 0.1 0.0
H -28.014 14.815 16.708 0.3 0.4 -0.8
H -26.094 14.135 18.082 -1.4 -1.0 -0.3
H -24.771 16.126 18.382 0.2 0.1 0.0
H -27.322 14.460 18.906 0.9 -0.6 0.4
H -28.030 15.125 20.224 0.9 0.9 1.4
H -28.809 14.589 18.064 -0.2 -0.4 0.1
H -26.745 14.114 16.269 0.2 0.0 -0.5
H -29.386 14.547 19.463 -0.5 -0.1 0.4
H -25.349 14.760 18.687 3.6 2.2 1.7
```
Positions in Å, forces in eV/Å.

E_HOMO   -9.4521 eV

---

No. 6
DFT (ωB97M-V/def2-TZVPD) results for a cluster of 2 separate species, C2H5FS in total at a distorted geometry.

The geometry in XYZ format:
```
9
Properties=species:S:1:pos:R:3:forces:R:3
S 3.167 -0.542 0.012 1.6 -0.7 -0.4
F -2.712 1.772 0.748 0.0 -0.2 -0.6
C -1.772 0.853 0.468 4.0 9.2 7.8
C -1.983 -0.190 -0.273 -3.8 -9.0 -7.1
H -2.975 -0.558 -0.623 1.1 0.4 0.4
H -1.108 -0.764 -0.458 0.2 -0.7 -0.4
H 4.020 -1.510 0.543 -0.8 0.9 -0.5
H -0.706 1.196 0.587 -1.5 0.3 -0.1
H 4.069 -0.258 -1.004 -0.8 -0.2 0.8
```
Positions in Å, forces in eV/Å.

⟨S²⟩   2.01
E_HOMO (alpha / beta)   -5.3701 / -9.9456 eV
Spin multiplicity   3

---

No. 7
DFT (ωB97M-V/def2-TZVPD) results for a structure of composition C43H30Cl2FeN5O3S at a distorted geometry.

The geometry in XYZ format:
```
85
Properties=species:S:1:pos:R:3:forces:R:3
Fe 1.699 0.099 -2.269 0.0 0.8 0.8
Cl 1.289 -3.014 -2.002 0.0 -0.4 -0.4
Cl 1.887 -1.820 -7.287 0.0 0.0 0.1
S 1.417 -0.741 -4.385 -0.2 -0.3 0.0
O -7.229 -0.660 7.115 0.0 0.0 0.0
O 1.408 1.682 -3.276 0.3 -0.1 -0.3
O -0.097 3.315 -3.148 0.0 0.0 -0.1
N -3.655 -0.266 1.756 0.0 0.0 0.0
N 2.366 1.614 -0.733 -0.1 -0.2 -0.1
N 1.424 -0.882 -0.270 0.1 0.3 -0.2
N -2.093 -0.923 3.190 0.0 0.0 0.0
N -0.424 0.013 -1.928 0.1 0.1 -0.2
C 4.291 2.205 0.559 0.0 0.0 0.0
C 2.144 3.034 1.224 0.0 0.0 0.0
C 4.396 0.595 -1.396 0.0 0.0 0.0
C 5.783 0.449 -1.310 0.0 0.0 0.0
C 3.635 -0.181 -2.284 0.0 0.0 0.0
C 4.319 -1.134 -3.039 0.0 0.0 0.0
C -5.733 -0.349 3.776 0.0 0.0 0.0
C -0.027 3.898 1.821 0.0 0.0 0.0
C -2.159 -0.114 -0.271 -0.1 0.0 0.0
C -4.065 -0.884 5.407 0.0 0.0 0.0
C 2.395 -1.306 0.518 0.0 0.0 0.0
C -5.025 -0.895 6.396 0.0 0.0 0.0
C 1.305 3.766 2.094 0.0 0.0 0.0
C -2.454 -0.384 1.107 0.0 0.0 0.0
C 1.721 -4.805 -3.939 0.0 0.0 0.0
C 0.185 -0.741 0.232 0.0 0.0 0.1
C -8.596 -0.414 6.833 0.0 0.0 0.0
C -2.652 0.642 -2.482 0.0 0.0 0.0
C 6.435 -0.494 -2.082 0.0 0.0 0.0
C 0.940 -1.413 2.410 0.0 0.0 0.0
C -0.556 3.338 0.641 0.0 0.0 0.0
C -1.466 -0.790 1.974 0.0 0.0 0.0
C 1.563 -3.456 -3.666 0.0 -0.2 0.1
C 2.195 -1.577 1.873 0.0 0.0 0.0
C 2.156 3.880 -3.717 0.0 0.0 -0.1
C 1.817 -2.936 -5.956 0.0 0.0 0.0
C -6.709 -0.354 4.760 0.0 0.0 0.0
C -6.357 -0.629 6.078 0.0 0.0 0.0
C 1.608 -2.460 -4.644 0.0 0.1 -0.1
C 3.663 1.524 -0.519 0.0 0.0 0.0
C 1.968 -4.277 -6.255 0.0 0.0 0.0
C -0.838 -0.286 -0.685 0.0 0.0 0.0
C -3.409 -0.593 3.004 0.0 0.0 0.0
C 0.234 2.620 -0.214 0.0 -0.1 0.0
C 5.693 -1.297 -2.937 0.0 0.0 0.0
C 1.599 2.409 0.081 -0.1 0.0 0.0
C 1.042 2.918 -3.359 0.0 0.0 0.2
C -3.085 0.360 -1.211 0.0 0.0 0.0
C -1.300 0.464 -2.804 0.0 0.0 0.0
C -4.403 -0.612 4.080 0.0 0.0 0.0
C 3.537 2.915 1.434 0.0 0.0 0.0
C -0.109 -0.995 1.583 0.0 0.0 0.0
C 1.925 -5.222 -5.242 0.0 0.0 0.0
H -9.117 -0.501 7.782 0.0 0.0 0.0
H 3.368 -1.426 0.057 0.0 0.0 0.0
H 6.187 -2.048 -3.542 0.0 0.0 0.0
H 0.766 -1.613 3.460 0.0 0.0 0.0
H -3.039 -1.087 5.692 0.0 0.0 0.0
H -4.115 0.507 -0.911 0.0 0.0 0.0
H 1.677 -5.514 -3.124 0.0 0.0 0.0
H 3.785 -1.764 -3.734 0.0 0.0 0.0
H -4.769 -1.104 7.425 0.0 0.0 0.0
H -5.998 -0.136 2.749 0.0 0.0 0.0
H -3.325 1.023 -3.235 0.0 0.0 0.0
H -1.673 -1.202 4.057 0.0 0.0 0.0
H -0.161 2.267 -1.154 0.0 0.0 0.0
H -0.669 4.461 2.486 0.0 0.0 0.0
H 5.356 2.118 0.704 0.0 0.0 0.0
H -8.994 -1.151 6.132 0.0 0.0 0.0
H -1.597 3.496 0.392 0.0 0.0 0.0
H 3.989 3.404 2.290 0.0 0.0 0.0
H 2.123 -4.569 -7.285 0.0 0.0 0.0
H 7.509 -0.601 -2.018 0.0 0.0 0.0
H 3.025 -1.912 2.478 0.0 0.0 0.0
H 2.701 4.117 -2.799 0.0 0.0 0.0
H 1.749 4.801 -4.127 0.0 0.0 0.0
H 2.855 3.417 -4.410 0.0 0.0 0.0
H -8.743 0.591 6.430 0.0 0.0 0.0
H 1.743 4.228 2.971 0.0 0.0 0.0
H -7.733 -0.144 4.489 0.0 0.0 0.0
H -0.910 0.710 -3.781 0.0 0.0 0.0
H 6.366 1.070 -0.643 0.0 0.0 0.0
H 2.047 -6.273 -5.468 0.0 0.0 0.0
```
Positions in Å, forces in eV/Å.

⟨S²⟩   1.09
E_HOMO (alpha / beta)   -7.1361 / -7.1573 eV
Spin multiplicity   2

---

Quick rundown of E_tot, same order as above: -7689.435, -34123.817, -18060.932, -8775.836, -10394.554, -15701.621, -128941.100 eV